Formula: C23H22F6N2O4RuS2
Source: the OMol25 dataset
Level of theory: ωB97M-V/def2-TZVPD

```
60
Properties=species:S:1:pos:R:3:lowdin_spin:R:1
Ru 0.084 0.018 0.183 3.585
C -2.820 -0.127 -2.634 0.005
C -2.470 0.183 -1.211 0.050
C -2.410 -0.845 -0.254 0.062
C -2.225 -0.582 1.113 0.017
C -2.255 -1.682 2.135 0.005
C -2.013 0.750 1.504 0.044
C -1.987 1.790 0.561 0.047
C -1.731 3.198 1.004 0.004
C -2.238 1.489 -0.786 0.078
H -3.906 -0.124 -2.745 0.002
H -2.461 -1.112 -2.928 0.001
H -2.413 0.618 -3.314 0.000
H -2.518 -1.874 -0.581 0.002
H -3.224 -1.689 2.636 0.001
H -1.497 -1.533 2.905 0.001
H -2.118 -2.659 1.673 0.000
H -1.829 0.963 2.550 0.002
H -2.606 3.588 1.529 0.002
H -1.528 3.849 0.156 0.000
H -0.888 3.238 1.693 0.001
H -2.230 2.291 -1.515 0.002
N 0.442 -2.115 -0.692 0.131
C 0.053 -2.463 -2.046 0.007
C -0.423 -3.755 -2.243 0.007
C -0.785 -4.205 -3.499 0.000
C -0.647 -3.353 -4.585 0.006
C -0.191 -2.063 -4.390 -0.001
C 0.141 -1.566 -3.126 0.015
C 0.508 -0.134 -2.972 0.070
C 0.323 0.816 -3.981 0.031
C 0.582 2.168 -3.758 0.010
C 1.051 2.625 -2.538 0.030
C 1.286 1.698 -1.518 0.102
C 0.982 0.365 -1.766 0.440
H 0.081 -2.839 -0.073 0.005
H 1.456 -2.156 -0.590 0.004
H -0.484 -4.428 -1.395 0.001
H -1.144 -5.217 -3.630 0.000
H -0.893 -3.691 -5.582 0.000
H -0.088 -1.424 -5.254 0.000
H -0.063 0.532 -4.951 0.004
H 0.419 2.867 -4.568 0.001
H 1.276 3.672 -2.382 0.003
H 1.742 2.031 -0.588 0.016
F 5.185 -1.413 0.967 0.000
C 4.581 -0.818 1.984 0.005
F 5.065 -1.270 3.124 0.002
F 4.761 0.494 1.905 0.000
S 2.773 -1.187 1.879 0.011
O 2.355 -0.525 0.639 0.086
O 2.622 -2.604 1.899 0.002
N 2.180 -0.509 3.164 0.002
S 1.161 0.665 3.215 0.012
O 0.015 0.364 4.008 0.001
O 0.893 1.251 1.889 0.078
C 2.049 2.031 4.087 0.005
F 1.242 3.083 4.128 0.000
F 2.352 1.649 5.312 0.002
F 3.152 2.344 3.424 0.000
```

Computed properties:
- energy (eV) = -75926.31744
- frontier orbital gap (alpha / beta) (eV) = 8.39 / 6.49
- highest occupied orbital energy (alpha / beta) (eV) = -11.272 / -11.737
- spin multiplicity = 6
- <S²> = 8.77
- energy above the lowest of the compared OMol25 structures with the same formula, charge and spin (kcal per mole) = 19.5
- net charge = +1

Formula: C5H11N2
Source: the OMol25 dataset
Level of theory: ωB97M-V/def2-TZVPD

```
18
Properties=species:S:1:pos:R:3:mulliken_charge:R:1
C -1.133 -0.778 0.162 -0.787
C 0.732 1.214 -1.164 -0.741
C 0.860 0.133 -0.062 0.057
C 0.055 -0.878 -0.978 -0.306
C 0.010 -0.093 2.271 -0.979
N -0.263 0.181 0.844 -0.107
N -0.178 0.254 -1.935 -0.138
H -2.043 -0.428 -0.256 0.337
H -1.478 -1.770 0.560 0.280
H 0.233 2.154 -0.623 0.305
H 1.729 1.495 -1.558 0.345
H 1.795 0.046 0.485 0.568
H 0.322 -1.756 -1.561 0.451
H 0.656 0.813 2.500 0.325
H -0.992 -0.125 2.886 0.280
H 0.439 -1.034 2.266 0.458
H -1.171 0.428 -2.009 0.300
H -0.077 0.105 -2.938 0.355
```

Computed properties:
- energy (eV) = -8333.52947
- SMILES = CN1C[C@H]2[NH2+]C[C@H]21
- frontier orbital gap (eV) = 9.49
- highest occupied orbital energy (eV) = -12.870
- energy above the lowest of the compared OMol25 structures with the same formula, charge and spin (kcal per mole) = 82.8
- net charge = +1

Formula: C4H6NO
Source: the OMol25 dataset
Level of theory: ωB97M-V/def2-TZVPD

```
12
Properties=species:S:1:pos:R:3:mulliken_charge:R:1
C -1.395 -2.244 0.854 -0.057
C -1.552 -1.082 0.867 -0.644
C 1.447 1.569 0.100 -0.793
C 0.212 -0.115 -0.887 -1.079
N 0.396 1.109 -0.551 0.573
O -0.601 1.979 -0.818 -0.775
H -1.137 -3.254 0.594 0.345
H 1.805 2.608 0.240 0.249
H 2.097 0.734 0.340 0.130
H -1.523 0.020 1.087 0.322
H 0.996 -0.897 -0.677 0.132
H -0.746 -0.427 -1.150 0.597
```

Computed properties:
- energy (eV) = -7776.97295
- frontier orbital gap (eV) = 5.70
- highest occupied orbital energy (eV) = -1.649
- energy above the lowest of the compared OMol25 structures with the same formula, charge and spin (kcal per mole) = 79.8
- net charge = -1

Formula: C32H52BiClP
Source: the OMol25 dataset
Level of theory: ωB97M-V/def2-TZVPD

```
87
Properties=species:S:1:pos:R:3:mulliken_charge:R:1
Bi -0.200 -1.183 1.279 0.168
P 0.611 0.316 -1.221 0.445
Cl -2.305 -2.377 0.076 -0.510
C 0.868 -1.429 -0.720 -1.581
H 0.406 -2.209 -1.340 0.360
H 1.930 -1.683 -0.578 0.400
C -0.831 1.332 -0.612 1.379
C 0.412 0.088 -3.053 -0.195
C -2.228 0.906 -1.101 -0.681
H -0.849 1.268 0.497 0.101
C -3.306 1.779 -0.445 -0.882
H -2.284 0.987 -2.196 0.332
H -2.404 -0.151 -0.866 -0.225
C -3.104 3.277 -0.724 -0.797
H -4.298 1.466 -0.799 0.425
H -3.293 1.604 0.640 0.244
C -1.680 3.749 -0.425 -1.181
H -3.335 3.475 -1.781 0.328
H -3.816 3.865 -0.133 0.428
C -0.624 2.813 -1.019 -0.565
H -1.528 4.757 -0.837 0.409
H -1.531 3.842 0.661 0.330
H -0.654 2.892 -2.114 0.118
H 0.361 3.196 -0.735 -0.152
C 2.178 1.169 -0.600 0.058
C 0.157 1.355 -3.884 -0.599
H 1.403 -0.340 -3.298 0.632
C 0.420 1.030 -5.353 -0.952
H -0.904 1.632 -3.757 0.314
H 0.769 2.210 -3.556 0.264
C -0.400 -0.165 -5.858 -0.683
H 0.183 1.914 -5.949 0.407
H 1.489 0.819 -5.486 0.363
C -0.450 -1.354 -4.887 -0.988
H -1.432 0.153 -6.050 0.312
H 0.003 -0.497 -6.819 0.394
C -0.689 -0.906 -3.452 -0.073
H -1.239 -2.054 -5.176 0.413
H 0.493 -1.912 -4.927 0.393
H -1.655 -0.397 -3.390 0.152
H -0.782 -1.765 -2.787 -0.105
C 2.000 1.908 0.734 0.345
H 2.919 0.354 -0.454 0.990
C 3.323 2.496 1.242 -0.934
H 1.324 2.756 0.561 -0.077
H 1.510 1.285 1.500 -0.603
C 4.004 3.385 0.203 -0.722
H 3.122 3.070 2.154 0.365
H 3.992 1.676 1.527 0.433
C 4.061 2.726 -1.186 -1.020
H 3.466 4.340 0.128 0.305
H 5.021 3.621 0.539 0.400
C 2.722 2.162 -1.643 -0.456
H 4.416 3.445 -1.927 0.417
H 4.791 1.908 -1.155 0.379
H 1.999 2.987 -1.751 0.152
H 2.815 1.689 -2.631 0.291
C -1.243 0.642 3.414 0.184
C -1.466 -0.631 3.655 -0.692
H -1.866 1.201 2.705 -0.001
C -0.652 -1.488 4.609 0.488
H -2.364 -1.150 3.289 0.396
C 0.488 -0.751 5.371 -1.131
H -1.301 -1.948 5.365 0.410
H -0.217 -2.350 4.072 -0.202
C 0.920 0.579 4.739 -0.295
H 0.177 -0.574 6.408 0.326
H 1.350 -1.426 5.444 0.420
C -0.255 1.442 4.210 -1.048
H 1.512 1.167 5.458 0.401
H 1.603 0.348 3.903 0.034
H -0.762 1.859 5.096 0.521
H 0.143 2.293 3.633 0.217
C -2.040 -4.318 -0.259 -1.169
C -1.352 -4.883 0.938 0.632
C -1.956 -4.685 2.184 -0.296
C -1.334 -5.094 3.359 -0.453
C -0.105 -5.768 3.294 -0.475
C 0.509 -5.979 2.052 -0.450
C -0.087 -5.495 0.883 -0.444
H -3.078 -4.651 -0.377 0.428
H -1.488 -4.350 -1.203 0.393
H -2.906 -4.146 2.231 0.241
H -1.830 -4.908 4.311 0.371
H 0.363 -6.114 4.213 0.343
H 1.471 -6.497 2.012 0.320
H 0.417 -5.605 -0.080 0.268
```

Computed properties:
- energy (eV) = -61674.85342
- frontier orbital gap (alpha / beta) (eV) = 2.73 / 3.32
- highest occupied orbital energy (alpha / beta) (eV) = -0.332 / -0.922
- energy above the lowest of the compared OMol25 structures with the same formula, charge and spin (kcal per mole) = 95.4
- net charge = -1

Formula: C18H19F6NO4PtS5
Source: the OMol25 dataset
Level of theory: ωB97M-V/def2-TZVPD

```
54
Properties=species:S:1:pos:R:3:lowdin_spin:R:1
Pt 0.059 -0.358 0.145 1.521
C 1.626 -0.531 3.157 0.023
C 2.806 -0.985 2.314 0.029
S 2.616 -0.523 0.568 0.236
C 2.889 -2.080 -0.305 0.018
C 1.966 -3.243 0.021 0.016
S 0.196 -2.888 -0.201 0.197
C -0.529 -3.466 1.354 0.022
C 0.100 -2.873 2.606 0.024
S 0.019 -1.075 2.565 0.260
H 1.534 0.557 3.170 0.000
H 1.737 -0.861 4.192 0.007
H 2.974 -2.059 2.371 0.001
H 3.710 -0.496 2.675 0.006
H 3.924 -2.374 -0.119 0.005
H 2.826 -1.800 -1.356 0.003
H 2.120 -3.607 1.034 0.000
H 2.209 -4.069 -0.648 0.004
H -0.467 -4.555 1.374 0.007
H -1.582 -3.192 1.270 0.000
H 1.128 -3.194 2.759 0.000
H -0.475 -3.190 3.478 0.008
F -2.963 3.012 3.818 0.001
C -2.065 2.126 3.452 0.003
F -2.524 0.896 3.647 0.001
F -0.942 2.286 4.150 0.000
S -1.662 2.363 1.662 0.007
O -0.433 1.547 1.488 0.066
O -1.527 3.757 1.435 0.008
N -2.908 1.736 0.928 -0.001
S -2.793 0.461 0.052 0.009
O -2.311 -0.744 0.762 0.082
O -2.053 0.657 -1.188 0.058
C -4.560 0.152 -0.402 0.003
F -4.554 -0.832 -1.289 0.001
F -5.226 -0.208 0.678 0.001
F -5.074 1.240 -0.926 0.001
C 0.529 4.095 -2.848 0.066
C 0.818 3.725 -1.551 0.068
C 0.945 2.371 -1.216 0.195
C 0.753 1.354 -2.173 0.058
C 0.766 -0.028 -1.851 0.416
C 0.676 -0.975 -2.881 0.095
C 0.477 -0.586 -4.192 0.084
C 0.362 0.770 -4.511 0.155
C 0.496 1.746 -3.519 0.016
C 0.381 3.113 -3.834 0.194
H 0.427 5.139 -3.108 0.001
H 0.946 4.478 -0.785 0.001
H 1.193 2.107 -0.197 0.008
H 0.712 -2.035 -2.664 0.004
H 0.379 -1.332 -4.970 0.003
H 0.176 1.070 -5.535 0.005
H 0.170 3.403 -4.857 0.007
```

Computed properties:
- energy (eV) = -102362.25279
- frontier orbital gap (alpha / beta) (eV) = 7.42 / 6.12
- highest occupied orbital energy (alpha / beta) (eV) = -14.031 / -15.857
- spin multiplicity = 5
- <S²> = 6.04
- energy above the lowest of the compared OMol25 structures with the same formula, charge and spin (kcal per mole) = 9.0
- net charge = +2

Formula: C22H41GeHgOS
Source: the OMol25 dataset
Level of theory: ωB97M-V/def2-TZVPD

```
67
Properties=species:S:1:pos:R:3:lowdin_spin:R:1
Hg 0.434 -0.588 0.788 0.020
C -0.728 -3.720 3.546 0.004
C -1.929 -3.078 2.848 0.053
C -2.063 -3.590 1.403 0.014
C -1.983 -1.595 2.959 0.253
C -2.904 -0.835 2.158 0.085
C -3.029 0.508 2.315 0.042
C -2.264 1.200 3.295 0.231
C -2.484 2.645 3.525 0.050
C -1.330 0.463 4.075 0.063
C -1.193 -0.882 3.917 0.080
H -0.736 -4.793 3.364 0.000
H -0.743 -3.575 4.625 0.000
H 0.212 -3.325 3.152 0.000
H -2.839 -3.413 3.380 0.030
H -1.227 -3.232 0.797 -0.001
H -2.993 -3.290 0.922 0.000
H -2.034 -4.677 1.408 0.001
H -3.545 -1.347 1.454 0.001
H -3.741 1.061 1.715 -0.001
H -3.483 2.787 3.956 0.020
H -2.481 3.196 2.582 0.013
H -1.757 3.073 4.211 0.000
H -0.746 0.979 4.827 0.000
H -0.506 -1.423 4.552 0.001
C -1.260 0.693 -4.805 0.001
C -0.938 2.155 -4.519 0.000
C 0.161 2.310 -3.473 0.001
C -0.169 1.644 -2.122 0.004
Ge 0.040 -0.285 -2.190 0.017
C 1.798 -1.029 -2.571 0.004
C 1.924 -1.625 -3.983 0.001
C 0.784 -2.575 -4.356 0.000
C 0.626 -3.745 -3.388 0.000
H -1.957 0.584 -5.635 0.000
H -1.742 0.205 -3.949 0.000
H -0.352 0.145 -5.087 0.000
H -1.838 2.683 -4.195 0.000
H -0.603 2.629 -5.442 0.000
H 0.343 3.369 -3.283 0.000
H 1.095 1.904 -3.877 0.000
H -1.177 1.889 -1.784 0.000
H 0.541 1.985 -1.364 0.001
H -1.187 -1.184 -2.047 0.001
H 1.989 -1.782 -1.806 0.001
H 2.504 -0.211 -2.419 0.000
H 2.873 -2.163 -4.031 0.000
H 1.981 -0.817 -4.715 0.000
H 0.962 -2.956 -5.361 0.000
H -0.156 -2.010 -4.399 0.000
H 1.568 -4.285 -3.273 0.000
H -0.119 -4.450 -3.756 0.000
H 0.301 -3.418 -2.396 0.000
O 2.787 0.217 1.609 0.007
S 3.712 1.315 2.080 0.002
C 3.511 2.671 0.885 0.000
C 2.167 3.294 1.230 0.000
C 2.245 3.536 2.734 0.000
C 2.772 2.238 3.358 0.000
H 3.586 2.233 -0.109 0.000
H 4.335 3.369 1.049 0.000
H 1.370 2.580 0.998 0.000
H 1.975 4.214 0.678 0.000
H 1.281 3.826 3.154 0.000
H 2.945 4.348 2.930 0.000
H 1.987 1.539 3.647 0.000
H 3.429 2.410 4.209 0.000
```

Computed properties:
- energy (eV) = -97035.92186
- frontier orbital gap (alpha / beta) (eV) = 7.58 / 4.41
- highest occupied orbital energy (alpha / beta) (eV) = -14.145 / -14.133
- spin multiplicity = 2
- <S²> = 0.77
- net charge = +2

Formula: C4H11N4
Source: the OMol25 dataset
Level of theory: ωB97M-V/def2-TZVPD

```
19
Properties=species:S:1:pos:R:3:mulliken_charge:R:1
C 4.360 -0.081 -0.193 -0.272
C -1.267 -0.041 0.022 0.253
C -1.198 2.305 -0.474 -0.930
C -1.323 -2.386 0.304 -0.738
N 3.122 0.121 -0.005 0.441
N 2.061 0.152 0.413 -0.796
N -0.590 1.093 -0.064 -0.065
N -0.662 -1.146 0.272 -0.029
H 5.052 0.708 -0.288 0.262
H 4.848 -1.045 -0.508 0.232
H -2.323 -0.129 -0.219 0.277
H -0.416 2.972 -0.916 0.315
H -1.970 1.987 -1.217 0.334
H -1.623 2.906 0.260 0.322
H -1.129 -3.083 -0.476 0.342
H -1.234 -2.814 1.338 0.310
H -2.366 -2.103 0.100 0.225
H 0.416 1.074 0.107 0.312
H 0.354 -1.081 0.390 0.204
```

Computed properties:
- energy (eV) = -10278.02877
- frontier orbital gap (eV) = 9.09
- highest occupied orbital energy (eV) = -12.521
- energy above the lowest of the compared OMol25 structures with the same formula, charge and spin (kcal per mole) = 72.9
- net charge = +1

The records above give, respectively, max |F| values of 0.49, 3.82, 5.19, 3.17, 0.93, 0.63, 3.00 eV/Å.